C93H204N12O12 | ωB97M-V/def2-TZVPD

Its total charge is 0. Its HOMO energy is -7.8 eV. The energy relative to the best compared isomer or geometry (same formula, charge and spin) is 2.333 eV. For the HOMO-LUMO gap, the calculation gives 0.30109 Ha. The value obtained for the LUMO energy is 0.0129 Ha. Its total energy is -142186.6515 eV. As for the spin multiplicity: 1. The structure (SMILES) is CC1(C)CCCC(C)(C)N1O.CC1(C)CCCC(C)(C)N1O.CC1(C)CCCC(C)(C)N1O.CC1(C)CCCC(C)(C)N1O.CC1(C)CCCC(C)(C)N1O.CC1(C)CCCC(C)(C)N1O.CC1(C)CCCC(C)(C)N1O.CC1(C)CCCC(C)(C)N1O.CC1(C)CCCC(C)(C)N1O.COC[C@H](C)N.COC[C@H](C)N.COC[C@H](C)N.

```
321
Properties=species:S:1:pos:R:3:lowdin_charge:R:1
C 4.50251 0.31478 -3.78566 -0.038
C 4.59916 -0.95301 -4.61195 -0.530
C 4.60697 -0.55247 -6.07362 -0.166
C 5.02574 -1.63505 -6.96648 -0.202
C 6.45516 -2.03611 -6.64927 -0.141
C 6.56458 -2.43330 -5.16582 -0.488
N 5.98511 -1.42349 -4.35279 -0.087
O 6.14627 -1.84600 -2.99451 -0.031
C 5.95912 -3.89674 -5.05677 -0.008
C 8.12694 -2.50597 -4.86071 -0.020
C 3.47130 -1.90770 -4.33692 -0.008
H 5.32459 1.01620 -4.06693 0.099
H 4.67762 0.07649 -2.72465 0.079
H 3.50291 0.80485 -3.89728 0.091
H 3.57885 -0.11932 -6.29408 0.146
H 5.32393 0.27113 -6.17069 0.126
H 5.07201 -1.30375 -8.02605 0.125
H 4.31561 -2.48011 -6.99404 0.111
H 7.07877 -1.17580 -6.72035 0.106
H 6.84922 -2.79935 -7.30091 0.122
H 5.66135 -4.18029 -4.06955 0.039
H 5.13550 -4.16803 -5.67606 0.056
H 6.76020 -4.64220 -5.32242 0.096
H 8.39480 -2.76574 -3.86501 0.057
H 8.49179 -3.20539 -5.65124 0.087
H 8.63701 -1.55768 -5.10882 0.083
H 2.56263 -1.28721 -4.44498 0.083
H 3.39941 -2.42347 -3.39985 0.058
H 3.37994 -2.70471 -5.08145 0.078
H 6.65612 -1.14580 -2.57228 0.109
C -4.07356 -1.54085 3.92409 -0.019
C -4.55281 -0.85792 5.26460 -0.516
C -3.33219 -0.20375 5.95802 -0.128
C -2.98154 1.14316 5.30909 -0.189
C -4.21665 2.06921 5.28174 -0.139
C -5.33115 1.43672 4.51494 -0.530
N -5.59350 0.13021 5.19342 -0.080
O -6.71707 -0.47282 4.53159 -0.038
C -6.61955 2.22803 4.66618 -0.044
C -4.93986 1.42821 3.05204 -0.026
C -5.09093 -2.04052 6.15924 -0.035
H -3.35990 -2.33677 4.20341 0.077
H -3.56719 -0.79951 3.28550 0.044
H -4.94072 -1.93634 3.43880 0.073
H -3.48509 0.10085 7.00862 0.121
H -2.54711 -0.99231 5.85792 0.123
H -2.56594 0.96269 4.31348 0.080
H -2.14590 1.67310 5.83409 0.120
H -3.84766 3.00055 4.75186 0.121
H -4.40587 2.35541 6.33593 0.134
H -6.90497 2.01861 5.63680 0.056
H -6.45236 3.32504 4.65862 0.100
H -7.43775 2.05817 3.92309 0.105
H -5.38484 2.36447 2.65814 0.094
H -3.84374 1.48761 2.89371 0.062
H -5.25243 0.56664 2.47722 0.071
H -4.25704 -2.78386 6.25909 0.081
H -5.95165 -2.52561 5.63560 0.083
H -5.36231 -1.62951 7.17442 0.094
H -7.49626 -0.12097 4.99759 0.106
C -0.06301 0.18220 -6.05179 -0.046
C -1.46042 0.78639 -6.18017 -0.477
C -2.10756 0.20695 -7.48477 -0.133
C -2.59019 -1.21142 -7.33405 -0.180
C -3.44881 -1.30216 -6.05131 -0.109
C -2.71297 -0.86613 -4.73714 -0.527
N -2.30455 0.50035 -4.99000 -0.112
O -1.71115 0.92603 -3.79748 -0.058
C -3.69049 -0.87440 -3.58856 -0.034
C -1.59162 -1.85467 -4.43015 -0.016
C -1.37427 2.32317 -6.29994 -0.030
H 0.57741 0.90959 -6.47020 0.056
H 0.22716 -0.75359 -6.57461 0.092
H 0.21707 0.08199 -4.98636 0.080
H -3.00379 0.77673 -7.73295 0.116
H -1.29733 0.36164 -8.21615 0.129
H -1.77391 -1.94363 -7.28034 0.105
H -3.16391 -1.47315 -8.20039 0.100
H -4.01878 -2.25100 -5.86391 0.128
H -4.26997 -0.51819 -6.07397 0.131
H -4.40546 -0.06273 -3.68269 0.075
H -4.30214 -1.81849 -3.56774 0.106
H -3.23763 -0.74681 -2.58025 0.075
H -2.02262 -2.81320 -4.17091 0.078
H -0.91496 -2.09804 -5.23760 0.070
H -1.15172 -1.53972 -3.52248 0.045
H -0.95194 2.82013 -5.40541 0.076
H -2.43381 2.70722 -6.42603 0.094
H -0.80595 2.74785 -7.13138 0.084
H -2.22887 1.75780 -3.59146 0.080
C 5.24208 -0.72198 5.72941 -0.024
C 4.36459 0.06252 4.75786 -0.486
C 3.24533 -0.84526 4.19478 -0.125
C 2.22646 -1.31078 5.23676 -0.175
C 1.67548 -0.08006 5.96002 -0.109
C 2.73811 0.96767 6.48463 -0.446
N 3.76922 1.28514 5.41455 -0.099
O 4.77148 2.20840 5.84335 -0.022
C 2.01116 2.32307 6.85529 -0.030
C 3.32718 0.46234 7.80380 -0.059
C 5.22376 0.42984 3.55445 -0.040
H 5.61104 -1.60364 5.18901 0.097
H 4.66607 -1.04477 6.56257 0.041
H 6.17551 -0.25155 6.00144 0.086
H 2.74550 -0.32170 3.33916 0.128
H 3.69865 -1.72667 3.76419 0.089
H 2.50759 -2.01298 5.99957 0.105
H 1.42547 -1.76797 4.65541 0.084
H 1.09266 -0.36453 6.84541 0.126
H 1.08333 0.37919 5.15800 0.105
H 1.38833 2.14305 7.75887 0.084
H 2.79748 3.05048 7.15270 0.086
H 1.38319 2.75227 6.07731 0.063
H 3.55144 -0.61367 7.99141 0.089
H 4.28086 0.90635 8.09335 0.076
H 2.60544 0.80162 8.58178 0.090
H 4.73542 0.97482 2.77575 0.053
H 5.49132 -0.47456 3.00580 0.087
H 6.16616 0.92693 3.83838 0.095
H 4.91569 2.02358 6.76914 0.064
C -1.11835 7.72092 -3.25019 -0.034
C -0.12311 6.55370 -3.17381 -0.474
C 0.58136 6.46422 -4.52091 -0.132
C 1.77946 5.50442 -4.36624 -0.164
C 2.80072 6.19467 -3.43010 -0.109
C 2.27509 6.33742 -1.98391 -0.500
N 0.91165 6.99228 -2.14186 -0.076
O 0.28814 7.20221 -0.89002 -0.074
C 2.11389 4.97422 -1.32651 -0.044
C 3.11062 7.21516 -1.08975 -0.039
C -0.86258 5.23633 -2.84129 -0.014
H -1.72116 7.58022 -4.15252 0.076
H -0.66436 8.67109 -3.24567 0.072
H -1.80161 7.71948 -2.42330 0.067
H -0.14322 5.99955 -5.19007 0.114
H 0.87147 7.45533 -4.89654 0.128
H 2.28848 5.32141 -5.29232 0.098
H 1.46865 4.52302 -4.05962 0.082
H 3.08806 7.18540 -3.76350 0.120
H 3.61266 5.49981 -3.37818 0.107
H 3.13213 4.64179 -1.06188 0.088
H 1.50848 5.02953 -0.42932 0.065
H 1.69963 4.23435 -1.97509 0.049
H 2.68957 7.14561 -0.07584 0.077
H 4.09036 6.79104 -0.88590 0.077
H 3.12783 8.30923 -1.37450 0.110
H -0.27420 4.33318 -3.10345 0.069
H -1.82526 5.14460 -3.29647 0.051
H -1.09578 5.21117 -1.77510 0.062
H -0.00622 6.38758 -0.41019 0.050
C 0.26857 -8.44331 1.78350 -0.019
C -1.29599 -8.60793 1.85934 -0.524
C -1.71596 -9.57019 2.92023 -0.152
C -1.67305 -9.02515 4.34535 -0.153
C -2.51237 -7.69436 4.41197 -0.126
C -2.05618 -6.68812 3.36305 -0.518
N -2.02962 -7.34966 2.07475 -0.075
O -1.74622 -6.43945 1.00771 -0.047
C -3.12603 -5.58252 3.30161 -0.031
C -0.69031 -6.06193 3.81319 -0.011
C -1.68305 -9.17632 0.48750 -0.032
H 0.69478 -9.40896 1.43955 0.095
H 0.79645 -8.16619 2.75175 0.098
H 0.45461 -7.74369 0.98192 0.039
H -2.74333 -9.83143 2.69558 0.120
H -1.15264 -10.49435 2.70631 0.126
H -0.71083 -8.79115 4.78408 0.096
H -2.14980 -9.70639 5.01489 0.094
H -2.41567 -7.28296 5.44269 0.130
H -3.59229 -7.95927 4.21179 0.136
H -4.08337 -5.92785 2.99734 0.073
H -3.16262 -5.14907 4.30042 0.077
H -2.82341 -4.82794 2.55437 0.071
H -0.71735 -5.39394 4.69801 0.096
H -0.15662 -6.90692 4.15883 0.031
H 0.02488 -5.63084 3.12694 0.062
H -0.97564 -8.88410 -0.24938 0.063
H -2.73698 -9.01258 0.31153 0.089
H -1.52377 -10.28403 0.49741 0.096
H -0.81898 -6.13491 1.07548 0.071
C 4.01223 -7.17830 -1.43720 -0.030
C 4.89026 -6.35304 -0.49327 -0.535
C 5.41209 -5.16834 -1.24642 -0.141
C 4.26135 -4.16232 -1.49380 -0.190
C 3.76466 -3.65292 -0.17486 -0.132
C 3.32658 -4.77847 0.80216 -0.436
N 4.31396 -5.89805 0.76272 -0.109
O 3.78965 -6.93998 1.53672 -0.045
C 3.32085 -4.30858 2.29031 -0.014
C 1.87233 -5.22357 0.40198 -0.015
C 6.10221 -7.31644 -0.10189 -0.021
H 3.86575 -8.17711 -1.03744 0.078
H 4.55107 -7.27999 -2.38384 0.090
H 3.00677 -6.74933 -1.53505 0.067
H 6.17015 -4.70191 -0.55902 0.137
H 5.93329 -5.41320 -2.18599 0.118
H 3.39772 -4.58738 -2.12727 0.142
H 4.78189 -3.37713 -1.95322 0.050
H 2.86128 -3.00438 -0.30061 0.109
H 4.49619 -2.98503 0.30404 0.122
H 3.68097 -5.11304 2.95509 0.080
H 4.01634 -3.51028 2.49928 0.051
H 2.33294 -4.02800 2.67194 0.072
H 1.65911 -6.22159 0.82406 0.057
H 1.11794 -4.46022 0.70998 0.081
H 1.92583 -5.31776 -0.65628 0.046
H 6.89815 -6.62274 0.26871 0.088
H 6.41565 -7.86409 -0.98112 0.068
H 5.83729 -8.12618 0.63456 0.085
H 4.54217 -7.16193 2.12572 0.115
C -5.04862 6.85505 -4.05208 -0.019
C -5.26010 5.41101 -3.55331 -0.483
C -4.72394 4.38517 -4.57348 -0.110
C -4.69839 2.91615 -4.03209 -0.158
C -3.93196 2.91590 -2.72532 -0.171
C -4.54833 3.85209 -1.70545 -0.469
N -4.63297 5.21361 -2.23486 -0.054
O -5.36547 5.94287 -1.26676 -0.012
C -5.94359 3.11521 -1.19262 0.006
C -3.65655 3.88815 -0.49890 -0.048
C -6.82576 5.18220 -3.51644 -0.026
H -5.45558 7.57766 -3.36525 0.076
H -5.47603 6.95395 -5.04504 0.087
H -3.98372 7.03351 -4.16112 0.058
H -5.36967 4.38806 -5.45989 0.121
H -3.71527 4.60409 -4.88615 0.099
H -4.29890 2.15257 -4.73144 0.098
H -5.69942 2.56351 -3.76965 0.095
H -2.94162 3.36054 -2.86723 0.099
H -3.88155 1.88793 -2.29772 0.127
H -6.60631 3.84606 -0.73174 0.075
H -6.48506 2.69928 -2.02267 0.039
H -5.73893 2.29169 -0.48162 0.077
H -4.14265 4.42478 0.37347 0.106
H -3.47483 2.92569 -0.05680 0.075
H -2.75847 4.41232 -0.69820 0.045
H -7.26959 5.86471 -2.78310 0.078
H -6.92743 4.20109 -3.08909 0.033
H -7.47153 5.25707 -4.44312 0.108
H -4.91627 6.75366 -1.13210 0.086
C -1.86090 -0.02824 1.02083 -0.021
C -0.41189 -0.51598 1.27802 -0.437
C -0.14727 -1.77859 0.39472 -0.157
C -0.05417 -1.43694 -1.02857 -0.205
C 1.06766 -0.39162 -1.11527 -0.116
C 0.85951 0.98025 -0.43386 -0.510
N 0.61089 0.59423 0.96725 0.010
O 0.08326 1.74665 1.76271 -0.069
C 2.13141 1.79060 -0.61489 -0.033
C -0.26398 1.70497 -1.16609 -0.023
C -0.28089 -0.98898 2.70451 -0.029
H -2.02941 0.92861 1.47800 0.062
H -2.60057 -0.66671 1.48897 0.043
H -1.98450 0.11133 -0.07258 0.069
H 0.76707 -2.29178 0.70422 0.102
H -0.98130 -2.39957 0.61671 0.091
H -1.00811 -1.12801 -1.42051 0.068
H 0.19995 -2.25734 -1.71581 0.115
H 1.26883 -0.14950 -2.22875 0.136
H 1.97816 -0.91514 -0.69613 0.124
H 3.00543 1.39646 -0.10450 0.082
H 2.41076 1.78327 -1.69532 0.090
H 1.96938 2.83109 -0.32738 0.050
H -0.52985 2.60510 -0.62379 0.067
H 0.05411 2.08084 -2.13457 0.075
H -1.12208 1.04510 -1.36232 0.061
H 0.68966 -1.38453 2.83205 0.039
H -0.97013 -1.86019 2.84756 0.109
H -0.42330 -0.13053 3.36592 0.081
H 0.78638 1.98012 2.37504 0.022
C 2.85115 4.83367 4.53710 -0.058
C 2.89411 4.19988 3.14595 -0.438
C 4.30006 4.29486 2.58858 -0.161
O 4.30270 3.69350 1.25093 -0.223
C 5.56951 3.47863 0.73652 -0.141
N 2.40034 2.83801 3.24452 0.074
H 3.43802 4.24840 5.21405 0.035
H 1.79670 4.75635 4.92767 0.082
H 3.22094 5.91421 4.63855 0.109
H 2.34308 4.81892 2.43590 0.122
H 4.90931 3.63597 3.21586 0.121
H 4.62863 5.32483 2.64886 0.126
H 6.35107 4.27595 0.93785 0.106
H 5.44083 3.40829 -0.33826 0.076
H 5.92210 2.50603 1.17111 0.088
H 2.96824 2.42284 3.97461 0.034
H 2.68042 2.28692 2.39522 0.085
C -4.36890 -5.33791 -1.16031 -0.051
C -3.36065 -4.27659 -1.45345 -0.427
C -3.45413 -3.16505 -0.47444 -0.210
O -4.79325 -2.65657 -0.49666 -0.195
C -4.94825 -1.29067 -0.07680 -0.086
N -1.96297 -4.82624 -1.35970 0.058
H -4.15560 -6.23260 -1.67108 0.060
H -5.40964 -5.00132 -1.34244 0.098
H -4.33395 -5.70045 -0.14987 0.073
H -3.49855 -3.87367 -2.45719 0.119
H -2.76412 -2.35490 -0.71971 0.097
H -3.21232 -3.64371 0.49266 0.124
H -4.35646 -1.21841 0.88013 0.068
H -6.05359 -1.26126 0.20194 0.110
H -4.83074 -0.50711 -0.80322 0.057
H -2.00154 -5.84548 -1.45540 0.063
H -1.43459 -4.47855 -2.16932 0.064
C -2.26784 4.69328 3.01326 -0.031
C -1.55279 5.72925 2.02785 -0.412
C -0.94347 6.84072 2.81930 -0.223
O -1.85897 7.73937 3.40158 -0.192
C -2.35966 8.71851 2.52703 -0.104
N -0.51193 5.05943 1.28068 0.067
H -3.07609 5.17532 3.57687 0.078
H -1.52858 4.15677 3.63681 0.084
H -2.74492 3.92671 2.44149 0.032
H -2.23868 6.17021 1.28885 0.128
H -0.28019 7.37634 2.12252 0.129
H -0.45965 6.39974 3.72565 0.141
H -1.57310 9.47533 2.38510 0.090
H -3.25153 9.14509 3.02897 0.101
H -2.52350 8.29643 1.52914 0.077
H 0.13914 4.74576 1.98486 0.062
H -0.80544 4.27167 0.72820 0.049
```